Entry 1:
C2H4N2O in the gas phase at a distorted geometry, computed with ωB97M-V/def2-TZVPD.

```
9
Properties=species:S:1:pos:R:3:lowdin_charge:R:1
C -0.60409 0.86511 0.43661 -0.211
C 1.07416 -0.39131 -0.25283 -0.168
N -2.22561 -0.86639 0.27581 0.207
N -1.40068 -0.10685 0.42310 -0.153
O 0.79155 0.67975 0.56642 -0.129
H -1.07059 1.86122 0.16896 0.156
H 0.38385 -1.24916 -0.04869 0.079
H 2.20345 -0.68759 -0.26288 0.125
H 0.84796 -0.10479 -1.30650 0.093
```

Values from the calculation:
total charge: 0
HOMO-LUMO gap: 8.736 eV
electronic energy: -7162.973 eV
highest occupied orbital energy: -8.343 eV

Entry 2:
A molecular structure, C42H67GeN4O4P2RbS, computed with ωB97M-V/def2-TZVPD.

```
122
Properties=species:S:1:pos:R:3:lowdin_charge:R:1
Rb 0.25995 0.63970 -0.81216 0.489
O -2.74922 3.23161 -3.97808 0.038
C -1.93226 2.28234 -3.38105 -0.526
O -1.79813 2.30371 -2.15944 -0.048
C -1.32453 1.37038 -4.29285 -0.227
C -1.51190 1.43565 -5.70534 -0.040
C -0.85280 0.56721 -6.51955 -0.112
C 0.01031 -0.40986 -5.94169 -0.069
C 0.11027 -0.41523 -4.54774 -0.260
N -0.50274 0.41373 -3.73111 0.115
C 0.98091 -1.41589 -3.82732 -0.477
O 1.32608 -2.52403 -4.54095 0.092
O 1.36437 -1.28255 -2.69914 -0.009
H -3.04195 3.76521 -3.22644 0.103
H -2.17007 2.19142 -6.11155 0.099
H -0.97297 0.62316 -7.59521 0.086
H 0.63037 -1.03257 -6.57500 0.083
H 0.82863 -2.50183 -5.36987 0.078
C -4.55007 -2.81292 -0.86982 -0.127
C -3.40986 -1.98944 -1.46158 -0.542
C -3.77455 -0.50569 -1.40845 -0.122
P -1.68022 -2.23184 -0.76323 1.077
C -1.09024 -3.65983 -1.83039 -0.548
C 0.24220 -4.18624 -1.30700 -0.124
C -2.01003 -4.82137 -2.21089 -0.122
C -1.94233 -2.84981 0.94066 -0.309
C -2.54761 -4.08020 1.21236 -0.106
C -2.87981 -4.52251 2.48287 -0.319
C -3.54127 -5.85548 2.71562 -0.082
C -2.62629 -3.63473 3.53636 -0.076
C -2.02535 -2.41879 3.32879 -0.035
C -1.58321 -1.98501 2.03563 -0.367
N -0.82299 -0.88636 1.86641 0.013
C -0.85209 0.08868 2.87441 -0.242
C -2.02885 0.82938 3.10927 -0.203
C -3.24183 0.57979 2.26274 -0.037
C -2.04359 1.83923 4.06048 -0.039
C -0.91282 2.17831 4.79068 -0.304
C -0.92141 3.33490 5.75478 -0.069
C 0.24857 1.46518 4.53317 -0.032
C 0.30290 0.44459 3.59108 -0.197
C 1.60768 -0.24974 3.33164 -0.041
H -5.49129 -2.55975 -1.37004 0.070
H -4.66494 -2.59217 0.19324 0.075
H -4.39736 -3.88741 -0.96345 0.050
H -3.28149 -2.25649 -2.51889 0.096
H -3.95841 -0.19726 -0.37912 0.057
H -4.69072 -0.31538 -1.97718 0.076
H -2.98244 0.12699 -1.80942 0.045
H -0.88018 -3.11911 -2.76250 0.080
H 0.09345 -4.71049 -0.35835 0.060
H 0.95629 -3.37837 -1.14713 0.048
H 0.68058 -4.88827 -2.02325 0.078
H -2.18486 -5.49934 -1.37445 0.058
H -1.53390 -5.41154 -3.00195 0.070
H -2.97474 -4.48438 -2.58953 0.054
H -2.79861 -4.72407 0.37909 0.076
H -3.58137 -6.43283 1.78974 0.063
H -4.56881 -5.74747 3.07862 0.065
H -3.00257 -6.45658 3.45463 0.063
H -2.90133 -3.91784 4.55030 0.102
H -1.82454 -1.77115 4.17417 0.110
H -2.96000 0.62750 1.21043 0.067
H -4.00761 1.33350 2.45464 0.074
H -3.67663 -0.40931 2.43316 0.074
H -2.95976 2.40719 4.20481 0.110
H -1.89801 3.44725 6.23081 0.067
H -0.69035 4.27382 5.24293 0.056
H -0.17408 3.19959 6.53918 0.070
H 1.15952 1.72479 5.06484 0.102
H 2.41436 0.23263 3.88577 0.078
H 1.86900 -0.22276 2.27219 0.042
H 1.57033 -1.30027 3.63173 0.069
C 4.47266 3.59751 -0.57073 -0.170
C 4.51355 3.01576 -1.98212 -0.422
P 3.03557 1.96840 -2.36946 0.942
C 1.96061 3.17687 -3.26452 -0.418
C 1.46756 4.32595 -2.38628 -0.166
C 3.68362 1.06618 -3.85128 -0.432
C 4.51879 -0.15236 -3.46683 -0.168
H 5.35977 4.20405 -0.36486 0.060
H 4.41545 2.79939 0.17009 0.065
H 3.58681 4.21205 -0.41169 0.031
H 5.38850 2.36581 -2.08815 0.060
H 4.60999 3.80418 -2.73897 0.073
H 1.10651 2.59689 -3.62799 0.052
H 2.49185 3.55421 -4.14823 0.073
H 1.08034 3.95482 -1.43197 0.024
H 0.67695 4.88549 -2.89230 0.066
H 2.27903 5.02334 -2.16152 0.056
H 4.25242 1.75247 -4.49203 0.072
H 2.80606 0.75343 -4.42606 0.061
H 5.39339 0.13518 -2.87797 0.055
H 4.87716 -0.68745 -4.35055 0.062
H 3.93141 -0.84472 -2.86230 0.038
S 3.39502 -1.76371 0.22253 0.599
C 2.58240 -2.89195 1.13379 -0.916
N 1.31330 -2.84795 1.54044 0.027
C 0.98757 -3.95894 2.41743 -0.144
C 2.07106 -4.96779 2.02916 -0.167
N 3.13761 -4.07403 1.59311 -0.002
H 0.74140 -1.99036 1.52279 0.081
H -0.02439 -4.32216 2.24523 0.097
H 1.07589 -3.66302 3.46933 0.117
H 1.72515 -5.61203 1.21180 0.105
H 2.38248 -5.59159 2.86725 0.104
H 3.90203 -4.42011 1.03590 0.106
C 1.83666 6.18144 1.15225 -0.255
Ge 1.19386 4.53335 2.08499 0.622
C 2.15806 4.64309 3.83646 -0.249
C -0.68880 4.98259 2.52504 -0.238
C 1.28053 2.96641 0.99555 -0.350
H 1.57033 7.07998 1.71619 -0.005
H 1.38824 6.24687 0.15874 -0.007
H 2.92267 6.15788 1.03517 -0.009
H 1.96140 5.58699 4.35469 -0.004
H 3.23413 4.55990 3.66438 -0.005
H 1.85453 3.81900 4.48236 -0.029
H -0.76425 5.88860 3.13334 0.001
H -1.15083 4.15012 3.06089 -0.022
H -1.24488 5.13111 1.59723 0.007
H 2.02009 2.26560 1.43357 -0.139
```

Values from the calculation:
total charge: -2
HOMO-LUMO gap (spin up / spin down): 4.439 / 4.563 eV
electronic energy: -145376.852 eV
highest occupied orbital energy (spin up / spin down): -0.767 / -0.918 eV

Entry 3:
3 unconnected molecules or ions with the total composition C23H44IN7O6P2 at a distorted geometry, computed with ωB97M-V/def2-TZVPD.

```
83
Properties=species:S:1:pos:R:3:lowdin_charge:R:1
O -1.58503 0.35524 -2.08922 -0.073
C -1.15611 1.51606 -2.65743 -0.266
O -1.23206 2.71900 -1.81409 -0.028
C -0.66170 1.44176 -4.21880 -0.078
C -1.84762 1.90566 -5.30126 -0.163
C -3.22507 2.19013 -4.41196 -0.116
C -3.57839 3.73461 -3.89378 -0.539
I -2.25752 5.45447 -4.42157 0.746
C -4.95286 3.97330 -2.97346 -0.065
C -5.94597 2.69246 -2.55865 0.022
C -5.50266 1.22943 -3.15604 -0.015
C -4.18534 0.90058 -4.07666 0.023
C -4.04972 -0.69075 -4.46406 -0.218
O -3.18248 -1.26429 -5.30218 -0.005
N -5.13882 -1.29332 -3.57460 0.079
C -6.14613 -0.27111 -3.00687 -0.228
O -7.34233 -0.60554 -2.49757 -0.016
H -2.10665 2.60801 -1.30273 0.142
H 0.27633 2.12324 -4.40302 0.127
H -0.44191 0.29057 -4.44630 0.143
H -2.06018 1.04870 -6.10461 0.127
H -1.50301 2.87171 -5.91047 0.083
H -5.21572 5.07057 -2.60972 0.093
H -6.90268 2.79701 -1.88803 0.105
H -4.60119 -1.83998 -2.84827 0.152
C -0.84223 -0.23938 1.30366 -0.135
N -1.31077 -1.62310 1.20492 -0.289
C -2.10838 -1.72703 -0.02801 -0.155
P -1.89995 -2.60662 2.50522 0.784
O -1.33361 -3.91033 1.89134 -0.320
N -0.66544 -2.65757 3.74298 -0.329
C 0.39349 -1.66553 3.89611 -0.154
C -0.03837 -3.97388 3.99528 -0.152
N -2.55103 -1.10782 3.21096 -0.272
C -2.65735 -1.06945 4.69628 -0.134
C -3.96996 -0.94671 2.79916 -0.144
H -1.64327 0.47091 1.53929 0.080
H -0.39701 0.08962 0.35388 0.064
H -0.04012 -0.11053 2.02475 0.025
H -3.04822 -1.17435 0.03292 0.051
H -2.34683 -2.77839 -0.25362 0.077
H -1.56769 -1.33133 -0.89569 0.047
H 1.12498 -1.72546 3.08303 0.078
H 0.92319 -1.81704 4.84653 0.083
H 0.00348 -0.64915 3.96781 0.064
H 0.69671 -4.22177 3.22126 0.080
H -0.78609 -4.77407 4.04191 0.071
H 0.47522 -3.99341 4.96256 0.075
H -3.21573 -1.93211 5.07647 0.088
H -3.16422 -0.15257 5.02456 0.085
H -1.69783 -1.04175 5.21445 0.063
H -4.57679 -1.79598 3.13749 0.082
H -4.08385 -0.87479 1.71911 0.057
H -4.39994 -0.02530 3.20944 0.085
C 2.58124 0.63967 1.40753 -0.141
N 3.16844 1.21597 0.19631 -0.294
C 2.08002 1.37968 -0.78126 -0.154
P 4.69026 0.78793 -0.51507 0.783
O 4.95684 2.22649 -1.02172 -0.320
N 5.92916 0.99115 0.70250 -0.331
C 5.68245 0.99584 2.14057 -0.159
C 6.93303 2.04896 0.45184 -0.152
N 4.38379 -0.86592 0.06740 -0.270
C 5.58537 -1.68804 0.38256 -0.132
C 3.74738 -1.65870 -1.01675 -0.140
H 2.28169 -0.40765 1.28477 0.070
H 1.67950 1.19384 1.70468 0.078
H 3.23056 0.71615 2.27498 0.050
H 1.69868 0.42436 -1.14787 0.052
H 2.41790 1.96627 -1.65008 0.077
H 1.22507 1.91417 -0.35095 0.073
H 5.14386 1.89597 2.45594 0.087
H 6.63255 0.95371 2.69044 0.082
H 5.14314 0.10746 2.47253 0.060
H 6.52775 3.04415 0.66692 0.081
H 7.28935 2.02883 -0.58459 0.071
H 7.82444 1.90965 1.07293 0.075
H 6.28059 -1.71524 -0.46386 0.088
H 5.29582 -2.71763 0.63047 0.087
H 6.14256 -1.35148 1.25790 0.063
H 4.39352 -1.70398 -1.90243 0.082
H 2.79249 -1.24163 -1.33118 0.060
H 3.53498 -2.68265 -0.68715 0.089
```

Values from the calculation:
total charge: 0
structure (SMILES): O=C(O)CCc1c(I)ccc2c1C(=O)NC2=O.CN(C)P(=O)(N(C)C)N(C)C.CN(C)P(=O)(N(C)C)N(C)C
HOMO-LUMO gap: 6.313 eV
electronic energy: -73940.086 eV
highest occupied orbital energy: -8.159 eV

Entry 4:
C5H7N3 in the gas phase at a distorted geometry, computed with ωB97M-V/def2-TZVPD.

```
15
Properties=species:S:1:pos:R:3:lowdin_charge:R:1
H -2.04107 -1.69251 0.48516 -0.019
N -2.55097 -0.94495 0.13825 0.098
C -1.99364 0.23446 -0.05277 -0.218
N -0.55310 0.53144 -0.31854 -0.117
C -0.22608 1.96872 0.17544 -0.114
C 0.51172 -0.51677 -0.17172 -0.406
C 1.78709 0.32396 -0.17369 -0.047
C 3.12638 -0.16122 0.02180 0.121
N 0.34197 -1.74416 0.02185 0.167
H 1.18511 -2.12049 0.28429 0.027
H -2.63528 1.11583 -0.28437 0.101
H -1.38843 2.23417 0.25967 0.085
H 0.18931 2.10776 1.27479 0.095
H 0.63581 2.59973 -0.44502 0.121
H 4.15631 -0.23576 0.74026 0.104
```

Values from the calculation:
total charge: 0
structure (SMILES): [H]/N=C\N(C)/C(C#C)=N/[H]
HOMO-LUMO gap: 8.700 eV
electronic energy: -9760.940 eV
highest occupied orbital energy: -9.297 eV

Entry 5:
C17H15N3O3S in the gas phase, computed with ωB97M-V/def2-TZVPD.

```
39
Properties=species:S:1:pos:R:3:lowdin_charge:R:1
C 1.88242 2.25018 2.15406 -0.053
C 2.12269 2.74058 0.73296 -0.203
O 0.94242 2.62227 -0.06396 0.002
C 0.68950 1.41683 -0.58048 -0.462
O 1.39707 0.45368 -0.42205 0.107
C -0.61102 1.39566 -1.29747 -0.126
C -1.70614 2.06160 -0.75267 -0.005
C -2.95730 1.89308 -1.31969 -0.047
C -3.07126 1.03433 -2.40410 -0.123
N -2.03558 0.43360 -2.95401 0.070
C -0.83814 0.61091 -2.43357 -0.545
S 0.49007 -0.17044 -3.31613 0.989
C -0.08426 -1.89824 -3.06018 -0.356
C 0.14936 -2.14946 -1.60990 -0.359
C 1.29492 -2.73685 -1.14841 0.050
C 1.59484 -2.77104 0.24003 -0.408
O 2.55065 -3.28019 0.78814 0.058
N 0.61647 -2.08533 1.04576 0.106
C 0.88152 -1.93161 2.36702 -0.026
C 0.02588 -1.28730 3.19859 -0.058
C -1.18286 -0.77417 2.67525 -0.053
C -1.45542 -0.92384 1.35303 0.010
C -0.53349 -1.57321 0.48615 -0.261
N -0.78844 -1.63245 -0.79404 0.150
H 1.64791 1.18790 2.14732 0.060
H 1.05525 2.79233 2.60688 0.079
H 2.77774 2.40749 2.74824 0.080
H 2.92498 2.16158 0.26458 0.125
H 2.36917 3.80377 0.71659 0.125
H -1.56760 2.68200 0.12046 0.123
H -3.82288 2.39633 -0.91889 0.102
H -4.02823 0.82581 -2.86385 0.109
H -1.13733 -1.92934 -3.32966 0.077
H 0.52300 -2.52628 -3.70584 0.080
H 2.02731 -3.15352 -1.81998 0.123
H 1.82236 -2.36267 2.68134 0.133
H 0.26563 -1.17170 4.24237 0.106
H -1.87523 -0.26619 3.32910 0.109
H -2.35597 -0.54610 0.89702 0.114
```

Values from the calculation:
total charge: 0
structure (SMILES): CCOC(=O)c1cccnc1SCc1cc(=O)n2ccccc2n1
HOMO-LUMO gap: 8.181 eV
electronic energy: -39321.068 eV
highest occupied orbital energy: -8.066 eV

Entry 6:
C5H10O2 in the gas phase, computed with ωB97M-V/def2-TZVPD.

```
17
Properties=species:S:1:pos:R:3:lowdin_charge:R:1
C -1.14634 -1.13637 0.58018 -0.001
C -0.59799 0.00678 -0.23269 -0.494
C 0.84279 -0.15387 -0.67563 -0.106
C 1.82355 -0.00420 0.49076 -0.267
O 1.66894 1.18827 1.21820 -0.053
C -1.49872 0.89874 -0.95946 -0.079
O -0.89846 1.32596 0.25566 -0.051
H -1.37101 -1.97561 -0.08661 0.093
H -0.39057 -1.45217 1.30388 0.080
H -2.05388 -0.84674 1.11575 0.095
H 1.06916 0.58391 -1.45167 0.124
H 0.97120 -1.15252 -1.11476 0.130
H 2.84769 -0.01700 0.09855 0.118
H 1.73246 -0.87914 1.15640 0.108
H 0.76549 1.51273 1.09052 0.063
H -2.57616 0.76507 -0.88274 0.120
H -1.14588 1.37618 -1.87311 0.119
```

Values from the calculation:
total charge: 0
structure (SMILES): C[C@@]1(CCO)CO1
HOMO-LUMO gap: 10.875 eV
electronic energy: -9440.911 eV
highest occupied orbital energy: -9.967 eV